# 1
Molecular formula: C3H7NO
Method: DFT, ωB97M-V with the def2-TZVPD basis set

Structure (XYZ):
```
12
Properties=species:S:1:pos:R:3:forces:R:3
C 1.741477 -0.706656 0.082476 -0.513 -0.737 0.074
C 0.229029 -1.035473 0.071627 -0.135 -1.234 1.283
C -0.529369 0.206618 -0.409691 -2.810 2.668 0.859
N -1.926768 0.172181 0.051224 2.939 -0.428 1.211
O 0.323805 1.388901 0.261651 -1.372 -2.570 -1.274
H 2.399323 -1.018608 -0.757063 -0.682 0.097 0.462
H 2.264036 -0.698068 1.058779 -0.443 -0.108 -0.576
H 1.187652 0.746317 0.087187 0.107 0.951 0.533
H -0.254121 -1.121526 1.122834 1.231 0.028 -1.356
H -0.179932 -1.973124 -0.450584 0.933 1.261 0.296
H -2.696905 0.470242 -0.521002 0.449 0.503 -1.158
H -0.469939 0.491360 -1.458400 0.297 -0.428 -0.354
```
Positions in Å, forces in eV/Å.

Output
- ⟨S²⟩ = 0.7716
- highest occupied orbital energy (spin up / spin down) (eV) = -2.910 / -1.742
- calculated total energy (eV) = -6757.930
- gap between HOMO and LUMO (spin up / spin down) (eV) = 7.66 / 5.22
- charge = -1
- multiplicity = 2
- strongest force on any atom (Eh/bohr) = 0.07717

# 2
Molecular formula: C22H28As2N2O2Pt
Method: DFT, ωB97M-V with the def2-TZVPD basis set

Structure (XYZ):
```
57
Properties=species:S:1:pos:R:3:forces:R:3
Pt -0.418766 -0.681058 -0.900913 0.180 0.527 0.947
O 6.522955 -0.631875 -1.441846 0.014 0.002 -0.035
C 5.897323 -0.639505 -0.186270 0.036 0.015 0.060
C 4.412723 -0.684650 -0.395097 -0.061 0.012 -0.049
C 3.856398 -0.504017 -1.656601 0.007 -0.037 0.014
C 2.485580 -0.519694 -1.785174 -0.014 0.083 -0.042
N 1.663745 -0.714213 -0.746008 -0.249 0.067 -0.103
C 2.184522 -0.951343 0.472967 0.103 -0.127 -0.024
C 3.553525 -0.919446 0.672982 -0.075 -0.035 -0.036
C 1.213189 -1.315337 1.528433 0.005 0.005 0.234
C 1.614605 -1.614089 2.819590 -0.099 0.078 -0.040
C 0.674174 -1.976697 3.775543 -0.002 0.025 -0.045
C 1.092259 -2.324148 5.173669 -0.013 -0.043 0.022
O 2.434135 -1.939952 5.347769 0.023 0.023 0.010
C -0.658957 -2.016183 3.388851 0.040 -0.013 -0.027
C -0.987601 -1.709366 2.085872 -0.201 0.042 0.026
N -0.085854 -1.366718 1.164575 0.257 -0.537 -0.608
H 7.479589 -0.641233 -1.333506 -0.015 0.010 0.001
H 6.129768 0.266714 0.389604 -0.003 -0.037 0.014
H 6.194308 -1.502140 0.421693 -0.003 0.009 -0.024
H 4.487677 -0.355107 -2.519616 0.012 -0.003 0.001
H 2.008849 -0.366909 -2.744509 0.031 -0.013 0.004
H 3.963281 -1.104880 1.654590 0.011 -0.002 0.028
H 2.650390 -1.566069 3.112659 0.021 0.009 0.009
H 0.963459 -3.406337 5.304904 -0.029 0.020 0.016
H 0.423053 -1.822305 5.880737 0.017 0.009 -0.015
H 2.704829 -2.108604 6.256065 0.004 -0.021 -0.016
H -1.440828 -2.288601 4.084829 -0.009 0.013 0.010
H -2.017592 -1.724271 1.764690 0.042 -0.080 -0.015
C -3.941647 -1.701939 -0.075238 0.011 0.123 0.019
As -2.792162 -0.599003 -1.174273 -0.134 -0.040 0.153
C -3.485986 -0.942948 -2.949101 0.033 -0.046 0.087
C -3.188248 1.256092 -0.808193 0.127 -0.046 -0.135
C -4.383873 1.716700 -0.279592 -0.023 -0.047 0.031
C -4.546674 3.075532 -0.037648 -0.047 -0.036 0.011
C -3.526372 3.965942 -0.329110 0.019 0.048 -0.005
C -2.332617 3.512475 -0.876874 -0.022 0.033 -0.076
C -2.165257 2.157382 -1.119181 0.010 -0.091 -0.008
As -0.565246 1.436944 -1.935178 -0.058 0.134 -0.447
C 0.898155 2.577869 -1.384572 -0.127 -0.017 -0.058
C -0.779491 1.783293 -3.831851 0.159 -0.006 0.078
H -4.970587 -1.581501 -0.412614 0.022 0.004 -0.026
H -3.880012 -1.417327 0.972056 -0.032 0.038 -0.016
H -3.649612 -2.744278 -0.194544 0.017 0.016 -0.013
H -4.502799 -0.554190 -2.994380 0.009 -0.015 0.007
H -3.495007 -2.015086 -3.138931 0.027 0.003 0.020
H -2.874962 -0.451439 -3.699493 0.008 -0.006 -0.006
H -5.188580 1.031300 -0.042430 0.004 -0.001 0.000
H -5.474464 3.437391 0.383374 -0.011 0.002 0.005
H -3.659302 5.020958 -0.132845 0.006 0.008 0.006
H -1.550646 4.225782 -1.107704 0.011 -0.019 -0.005
H 0.769436 3.558928 -1.841056 -0.009 -0.008 0.028
H 1.841986 2.154630 -1.721412 -0.016 -0.011 -0.004
H 0.895983 2.667141 -0.300051 0.000 -0.023 -0.007
H -1.128848 2.806830 -3.962733 0.011 -0.006 0.023
H -1.500673 1.092907 -4.258398 -0.019 0.019 -0.001
H 0.176779 1.657623 -4.338495 -0.007 -0.012 0.021
```
Positions in Å, forces in eV/Å.

Output
- highest occupied orbital energy (eV) = -14.796
- calculated total energy (eV) = -155254.964
- gap between HOMO and LUMO (eV) = 8.41
- charge = +2
- strongest force on any atom (Eh/bohr) = 0.02137

# 3
Molecular formula: C2H3FS2
Method: DFT, ωB97M-V with the def2-TZVPD basis set

Structure (XYZ):
```
8
Properties=species:S:1:pos:R:3:forces:R:3
C 1.408317 -1.786537 -1.518143 -0.334 2.645 -0.765
C 1.293399 -0.592181 -1.769324 0.527 -4.605 0.799
F 1.500175 -3.058877 -1.289666 -0.007 0.870 -0.023
S -1.052902 1.713045 1.671619 -0.870 1.466 0.303
S -0.952351 0.536411 0.168729 0.253 -0.955 -1.154
H -2.367981 1.766245 2.014798 -0.180 0.523 -0.210
H 1.163246 0.396203 -2.060552 -0.076 1.003 -0.131
H -0.991903 1.025690 2.782539 0.687 -0.948 1.181
```
Positions in Å, forces in eV/Å.

Output
- highest occupied orbital energy (eV) = -8.613
- calculated total energy (eV) = -26506.015
- gap between HOMO and LUMO (eV) = 8.84
- charge = 0
- strongest force on any atom (Eh/bohr) = 0.09146